(1)
The following is a DFT calculation (ωB97M-V/def2-TZVPD) of a cluster of 9 separate species, C65H145BF4N7O in total in a non-equilibrium geometry.

Calculated values
LUMO energy	-8.8	eV
E_HOMO	-16.349	eV
energy	-3444.8291	Eh
HOMO-LUMO gap	7.59	eV
net charge	+5

Last column: Löwdin charge in e.
CARTESIAN COORDINATES (ANGSTROEM)
1 C 0.2214 0.0997 0.1885  -0.098
2 C 0.5483 -1.3881 0.2453  -0.515
3 O 0.0383 -2.1795 -0.7796  -0.342
4 H -0.8419 0.3386 0.2086  0.038
5 H 0.6702 0.5876 -0.6767  0.057
6 H 0.7845 0.5809 0.9883  0.055
7 H 0.4528 -1.7613 1.2650  0.059
8 H 1.6213 -1.4536 0.0652  0.050
9 C -4.2314 0.4545 -6.6949  -0.078
10 C -3.7100 -0.3293 -5.4915  -0.233
11 C -2.1801 -0.4750 -5.4534  -0.093
12 N -1.5825 -1.0403 -4.1560  -0.169
13 C -0.0177 -1.0648 -4.2487  -0.120
14 C 0.5168 -2.2584 -4.8849  -0.147
15 C -0.0557 -3.5891 -4.3262  -0.164
16 C -1.5788 -3.6381 -4.4208  -0.182
17 C -2.0744 -2.4845 -3.6901  -0.135
18 C -2.0352 -0.1931 -2.9422  0.012
19 H -3.8730 -0.0006 -7.6183  0.091
20 H -3.8914 1.4821 -6.5664  0.082
21 H -5.3171 0.5241 -6.7613  0.087
22 H -4.0767 -1.3369 -5.6878  0.109
23 H -4.1579 0.0340 -4.5666  0.096
24 H -1.6605 0.4696 -5.6145  0.140
25 H -1.8674 -1.1728 -6.2302  0.138
26 H 0.1501 -0.1323 -4.7875  0.125
27 H 0.3741 -1.0161 -3.2328  0.112
28 H 0.4025 -2.2048 -5.9676  0.132
29 H 1.5780 -2.2224 -4.6385  0.118
30 H 0.3896 -4.4920 -4.7439  0.114
31 H 0.1290 -3.6551 -3.2540  0.082
32 H -1.9650 -3.5744 -5.4381  0.129
33 H -1.8873 -4.6087 -4.0324  0.127
34 H -3.1623 -2.5031 -3.6255  0.127
35 H -1.8322 -2.6910 -2.6476  0.102
36 H -1.6146 0.7306 -3.3398  0.100
37 H -1.3497 -0.3618 -2.1118  0.073
38 H -3.1109 -0.2901 -2.7951  0.084
39 C -1.4948 -0.4932 4.1049  -0.083
40 C -2.8701 -0.7439 3.4113  -0.165
41 C -2.7987 -1.5785 2.0407  -0.089
42 N -3.9848 -2.4236 1.5607  -0.207
43 C -3.7204 -2.9886 0.0822  -0.048
44 C -2.8308 -4.2523 0.1402  -0.166
45 C -3.3262 -5.3346 1.1382  -0.160
46 C -3.3063 -4.7788 2.5822  -0.137
47 C -4.2262 -3.5543 2.6446  -0.071
48 C -5.2720 -1.6089 1.5280  0.019
49 H -1.0627 -1.3633 4.5992  0.058
50 H -1.6773 0.1677 4.9522  0.082
51 H -0.7348 -0.0792 3.4422  0.065
52 H -3.2499 0.2405 3.1377  0.086
53 H -3.6007 -1.1664 4.1012  0.101
54 H -2.0158 -2.3360 2.0763  0.107
55 H -2.6183 -0.9544 1.1654  0.106
56 H -3.2405 -2.2460 -0.5552  0.106
57 H -4.6764 -3.1200 -0.4246  0.127
58 H -1.8827 -3.8748 0.5232  0.075
59 H -2.6397 -4.6850 -0.8418  0.113
60 H -2.6411 -6.1800 1.0739  0.108
61 H -4.3005 -5.6447 0.7603  0.125
62 H -2.2697 -4.5245 2.8038  0.100
63 H -3.6022 -5.5698 3.2714  0.135
64 H -4.2331 -3.1320 3.6495  0.124
65 H -5.2594 -3.8412 2.4491  0.136
66 H -6.0181 -2.1688 0.9642  0.112
67 H -5.1035 -0.6902 0.9661  0.076
68 H -5.6058 -1.4399 2.5518  0.114
69 C -6.8128 6.3905 -1.4659  -0.084
70 C -6.5988 5.7168 -0.1426  -0.224
71 C -6.1888 4.2291 -0.3586  -0.138
72 N -5.7236 3.4170 0.8105  -0.252
73 C -5.2847 1.9875 0.4076  -0.083
74 C -3.9849 1.8831 -0.4466  -0.147
75 C -2.7976 2.6070 0.2181  -0.179
76 C -3.1766 3.9556 0.7247  -0.162
77 C -4.4985 4.1085 1.4866  -0.068
78 C -6.8789 3.3891 1.8299  0.053
79 H -7.3465 7.3218 -1.2767  0.100
80 H -7.3194 5.7435 -2.1821  0.093
81 H -5.8135 6.5718 -1.8618  0.082
82 H -7.5705 5.7674 0.3487  0.119
83 H -5.8438 6.2594 0.4262  0.109
84 H -5.4612 4.1509 -1.1664  0.127
85 H -6.9726 3.6028 -0.7847  0.139
86 H -6.1244 1.5777 -0.1537  0.136
87 H -5.2231 1.4446 1.3508  0.105
88 H -4.1250 2.2000 -1.4801  0.118
89 H -3.6939 0.8482 -0.6266  0.086
90 H -1.9723 2.5856 -0.4936  0.124
91 H -2.5748 1.9564 1.0639  0.103
92 H -3.2750 4.7262 -0.0400  0.121
93 H -2.3311 4.3688 1.2747  0.099
94 H -4.7864 5.1370 1.7043  0.126
95 H -4.4519 3.5835 2.4407  0.130
96 H -7.8215 3.0519 1.3987  0.123
97 H -6.9942 4.4034 2.2118  0.114
98 H -6.5300 2.6786 2.5793  0.102
99 C 0.5258 0.0590 8.6522  -0.074
100 C 1.8072 -0.2552 7.9011  -0.239
101 C 1.5888 -0.6707 6.4288  -0.114
102 N 2.8195 -1.3618 5.7397  -0.219
103 C 4.1380 -0.4857 5.8928  -0.062
104 C 5.2056 -0.8215 4.8370  -0.141
105 C 4.7045 -0.8984 3.3540  -0.151
106 C 3.4189 -1.8234 3.2436  -0.149
107 C 2.3464 -1.3691 4.2583  -0.118
108 C 3.0909 -2.7622 6.2565  0.051
109 H -0.1638 -0.7851 8.6437  0.084
110 H 0.0854 0.9441 8.1931  0.084
111 H 0.8757 0.2008 9.6747  0.096
112 H 2.3621 -1.0139 8.4530  0.113
113 H 2.4604 0.6165 7.8639  0.113
114 H 1.4378 0.2121 5.8075  0.125
115 H 0.7647 -1.3826 6.3834  0.120
116 H 3.8065 0.5394 5.7278  0.134
117 H 4.5781 -0.6044 6.8830  0.139
118 H 6.0674 -0.1557 4.8817  0.131
119 H 5.6059 -1.7809 5.1648  0.115
120 H 4.5355 0.0777 2.8993  0.095
121 H 5.5282 -1.1574 2.6888  0.107
122 H 3.0693 -1.8158 2.2112  0.080
123 H 3.6886 -2.8658 3.4134  0.097
124 H 2.0211 -0.4191 3.8344  0.126
125 H 1.4297 -1.9581 4.2858  0.104
126 H 3.7882 -3.1566 5.5173  0.097
127 H 2.1601 -3.3218 6.3485  0.113
128 H 3.4589 -2.5941 7.2687  0.110
129 C 1.1440 -4.8442 2.9154  -0.096
130 C 1.8547 -5.1885 1.6226  -0.178
131 C 0.7897 -5.5483 0.4800  -0.092
132 N 1.2842 -6.1527 -0.8358  -0.240
133 C 1.8854 -7.6026 -0.6224  -0.071
134 C 2.5672 -8.2239 -1.8936  -0.102
135 C 3.6223 -7.1693 -2.4655  -0.144
136 C 2.9420 -5.8196 -2.7114  -0.167
137 C 2.3539 -5.2792 -1.4258  -0.139
138 C 0.0947 -6.3123 -1.8122  0.053
139 H 1.8870 -4.7930 3.7112  0.069
140 H 0.5558 -5.6928 3.2647  0.088
141 H 0.5628 -3.9226 2.8854  0.058
142 H 2.4571 -6.0884 1.7467  0.109
143 H 2.4903 -4.3752 1.2723  0.090
144 H 0.1588 -4.6979 0.2214  0.092
145 H 0.1054 -6.3773 0.6600  0.123
146 H 2.6735 -7.5069 0.1245  0.118
147 H 1.1614 -8.2622 -0.1442  0.134
148 H 3.0394 -9.1413 -1.5423  0.127
149 H 1.7909 -8.4563 -2.6226  0.111
150 H 4.4567 -7.0768 -1.7704  0.114
151 H 4.0553 -7.5241 -3.4008  0.124
152 H 3.7821 -5.1881 -3.0008  0.111
153 H 2.2510 -5.8517 -3.5537  0.107
154 H 3.0994 -5.2252 -0.6324  0.106
155 H 1.9554 -4.2650 -1.4510  0.121
156 H 0.5315 -6.3837 -2.8083  0.085
157 H -0.3516 -5.3207 -1.7368  0.083
158 H -0.5044 -7.2003 -1.6107  0.123
159 C 5.6272 -3.9361 -0.7930  -0.076
160 C 4.7660 -2.6681 -0.7677  -0.200
161 C 5.5352 -1.4616 -1.4435  -0.087
162 N 4.7343 -0.1545 -1.6362  -0.213
163 C 4.4139 0.3999 -0.2175  -0.107
164 C 3.7885 1.7675 -0.3123  -0.186
165 C 4.6807 2.8686 -0.9518  -0.125
166 C 5.0204 2.3450 -2.4089  -0.098
167 C 5.6017 0.8711 -2.3798  -0.079
168 C 3.4820 -0.3676 -2.5278  0.045
169 H 5.3854 -4.5296 0.0887  0.076
170 H 6.6723 -3.6383 -0.7081  0.085
171 H 5.6176 -4.5944 -1.6617  0.075
172 H 4.1979 -2.4500 0.1366  0.081
173 H 3.9509 -2.7910 -1.4808  0.077
174 H 5.7117 -1.7173 -2.4882  0.135
175 H 6.4969 -1.1795 -1.0150  0.134
176 H 5.2706 0.4882 0.4506  0.135
177 H 3.7373 -0.2851 0.2935  0.096
178 H 3.4959 2.0816 0.6897  0.115
179 H 2.8782 1.6645 -0.9029  0.089
180 H 5.5248 3.0499 -0.2863  0.117
181 H 4.1442 3.8171 -0.9750  0.095
182 H 5.7611 2.9926 -2.8780  0.126
183 H 4.1518 2.3293 -3.0673  0.095
184 H 6.5479 0.8175 -1.8413  0.132
185 H 5.7654 0.6182 -3.4273  0.141
186 H 3.0097 0.5604 -2.8502  0.091
187 H 2.7017 -0.9504 -2.0384  0.088
188 H 3.8037 -0.9081 -3.4180  0.113
189 C 0.7607 4.1276 1.4497  -0.048
190 C 1.4386 5.2651 0.5482  -0.199
191 C 0.3117 5.9567 -0.1503  -0.117
192 N 0.6889 7.1590 -1.1793  -0.203
193 C -0.6444 7.5558 -1.9301  -0.124
194 C -0.4887 8.7985 -2.7112  -0.178
195 C -0.0318 10.0069 -1.8469  -0.150
196 C 1.3759 9.6938 -1.2132  -0.126
197 C 1.1892 8.3978 -0.3988  -0.093
198 C 1.6455 6.7509 -2.2859  0.038
199 H -0.2503 4.3164 1.8107  0.052
200 H 1.3875 4.1340 2.3413  0.071
201 H 0.9013 3.1915 0.9092  0.051
202 H 2.1805 4.8151 -0.1114  0.088
203 H 1.8175 6.1169 1.1128  0.106
204 H -0.4854 6.2652 0.5261  0.126
205 H -0.0587 5.2638 -0.9058  0.115
206 H -1.4439 7.6136 -1.1914  0.132
207 H -0.8332 6.7866 -2.6790  0.131
208 H -1.4952 8.9168 -3.1125  0.132
209 H 0.1962 8.6988 -3.5532  0.124
210 H -0.7651 10.3874 -1.1358  0.119
211 H 0.1408 10.8552 -2.5091  0.117
212 H 1.6254 10.5151 -0.5414  0.124
213 H 2.1488 9.7542 -1.9794  0.120
214 H 0.4959 8.4958 0.4365  0.136
215 H 2.0749 7.9718 0.0726  0.117
216 H 1.3139 5.9505 -2.9473  0.106
217 H 2.5155 6.4402 -1.7073  0.102
218 H 1.9365 7.5903 -2.9174  0.105
219 B 0.9417 2.9770 -3.2042  -1.484
220 F 2.0073 3.3962 -3.9554  0.150
221 F 1.1597 3.2057 -1.8974  0.169
222 F -0.1513 3.7269 -3.6162  0.110
223 F 0.6536 1.6798 -3.5127  0.143

***

(2)
The following is a DFT calculation (ωB97M-V/def2-TZVPD) of a structure of composition C31H55As3Cl2N7OV in a non-equilibrium geometry.

Calculated values
LUMO energy (alpha / beta)	-8.0 / -8.3	eV
E_HOMO (alpha / beta)	-14.366 / -14.364	eV
multiplicity	4
expectation value of S²	3.7817
energy	-10243.5981	Eh
HOMO-LUMO gap (alpha / beta)	6.35 / 6.02	eV
energy relative to the best compared isomer or geometry (same formula, charge and spin)	25.47	kcal per mole
net charge	+3

Last column: Mulliken spin population.
CARTESIAN COORDINATES (ANGSTROEM)
1 V -0.3306 0.0439 1.0420  2.626
2 N -5.5457 1.3289 0.1242  -0.003
3 C -4.3084 1.6186 0.5486  0.006
4 N -3.3821 0.7535 0.7935  0.015
5 C -3.6784 -0.5828 0.6375  -0.023
6 N -2.8313 -1.4911 1.0140  0.029
7 N -1.7004 -1.1386 1.6400  -0.122
8 C -1.4468 -1.7958 2.7412  0.106
9 C -0.3401 -1.3226 3.4917  0.119
10 C 0.0460 -1.8446 4.7349  0.019
11 C 1.0245 -1.1985 5.4582  0.020
12 C 1.5705 -0.0260 4.9343  0.016
13 C 1.1471 0.4212 3.6959  0.074
14 N 0.2514 -0.2271 2.9498  -0.071
15 C -4.9714 -0.9895 0.1252  0.001
16 C -5.3393 -2.3284 -0.0482  0.000
17 C -6.6168 -2.6482 -0.4501  0.000
18 C -7.5523 -1.6423 -0.6859  -0.002
19 C -7.2180 -0.3156 -0.5109  0.001
20 C -5.9314 0.0157 -0.0976  -0.002
21 H -6.2391 2.0608 0.0293  0.000
22 H -4.0708 2.6658 0.6863  0.001
23 H -2.1246 -2.5566 3.1169  -0.003
24 H -0.4332 -2.7379 5.1043  0.000
25 H 1.3330 -1.5681 6.4234  0.001
26 H 2.3049 0.5294 5.4946  0.000
27 H 1.5170 1.3573 3.2993  -0.001
28 H -4.6110 -3.0955 0.1613  0.000
29 H -6.9035 -3.6813 -0.5669  0.000
30 H -8.5493 -1.9063 -0.9988  0.000
31 H -7.9535 0.4557 -0.6761  0.000
32 C 3.0741 2.1040 1.4497  0.012
33 As 1.7269 1.5147 0.1311  0.031
34 C 1.7401 3.3013 -0.7431  0.002
35 C 2.9062 0.7260 -1.2593  0.023
36 C 3.4451 -0.6967 -1.0559  -0.021
37 C 4.4164 -0.9795 -2.2108  0.000
38 C 2.3376 -1.7577 -1.1214  0.015
39 As 0.9494 -1.9438 0.2845  0.016
40 C 1.8796 -2.8418 1.7539  0.011
41 C 0.1796 -3.5943 -0.4384  0.015
42 C 4.1931 -0.7574 0.2724  0.005
43 As 5.2920 -2.4117 0.6242  0.000
44 C 7.0502 -1.8298 -0.0364  0.000
45 C 5.5898 -1.9969 2.5234  0.000
46 H 3.9453 2.4827 0.9105  0.000
47 H 3.3975 1.3096 2.1174  -0.001
48 H 2.6551 2.9276 2.0346  0.000
49 H 2.7169 3.7477 -0.5414  0.000
50 H 0.9736 3.9634 -0.3354  -0.001
51 H 1.6400 3.2329 -1.8279  0.001
52 H 3.7627 1.4076 -1.3558  -0.001
53 H 2.3522 0.7596 -2.2073  -0.003
54 H 3.9162 -0.8608 -3.1706  0.001
55 H 4.7935 -2.0008 -2.1422  0.000
56 H 5.2606 -0.2928 -2.1709  -0.001
57 H 2.8205 -2.7467 -1.1507  -0.001
58 H 1.7764 -1.6351 -2.0595  -0.005
59 H 2.6779 -3.4700 1.3447  -0.001
60 H 1.1570 -3.4812 2.2669  0.003
61 H 2.3052 -2.1532 2.4819  0.000
62 H 0.9656 -4.3558 -0.4302  -0.002
63 H -0.1693 -3.4637 -1.4622  0.000
64 H -0.6450 -3.9382 0.1904  0.000
65 H 3.4603 -0.6714 1.0896  0.013
66 H 4.8818 0.0916 0.3369  0.002
67 H 7.1648 -2.0100 -1.1032  0.000
68 H 7.8108 -2.4149 0.4783  0.000
69 H 7.2264 -0.7747 0.1718  0.000
70 H 4.6832 -2.1265 3.1127  0.000
71 H 5.9546 -0.9765 2.6430  0.000
72 H 6.3406 -2.6763 2.9207  0.000
73 N -0.9422 3.3882 -4.2538  0.000
74 C -0.9256 1.9014 -4.3240  0.001
75 C -0.7001 1.3433 -2.9097  0.013
76 N -1.6756 1.7980 -1.9434  0.003
77 C -1.7750 3.2415 -1.9364  0.005
78 C -2.0002 3.8713 -3.3253  -0.001
79 H -1.0711 3.7950 -5.1879  0.000
80 H -0.0348 3.7167 -3.9011  0.000
81 H -0.1215 1.5761 -4.9840  0.000
82 H -1.8772 1.5523 -4.7344  0.000
83 H 0.2832 1.6644 -2.5471  -0.001
84 H -0.7027 0.2535 -2.9375  -0.007
85 H -2.5793 1.3597 -2.0946  0.000
86 H -0.8394 3.6293 -1.5198  0.001
87 H -2.5844 3.5433 -1.2727  0.000
88 H -1.9414 4.9594 -3.2515  0.000
89 H -2.9755 3.5995 -3.7359  0.000
90 Cl -2.6959 4.6863 1.2759  0.002
91 C -1.8514 3.6359 2.4221  0.010
92 Cl -0.8209 2.4703 1.5668  0.043
93 H -2.5765 3.0804 3.0147  0.002
94 H -1.2035 4.2591 3.0393  0.000
95 C -2.4983 -1.6816 -2.4950  0.004
96 O -1.5549 -1.3550 -1.4779  0.001
97 H -3.3246 -2.2724 -2.1063  0.001
98 H -2.0131 -2.2408 -3.2981  0.001
99 H -2.9123 -0.7609 -2.9076  0.000
100 H -1.8071 -1.8783 -0.7029  0.007

***

(3)
The following is a DFT calculation (ωB97M-V/def2-TZVPD) of a cluster of 2 separate species, C2H6NOS in total in a non-equilibrium geometry.

Calculated values
LUMO energy	3.9	eV
E_HOMO	-2.572	eV
energy	-608.0109	Eh
HOMO-LUMO gap	6.44	eV
energy relative to the best compared isomer or geometry (same formula, charge and spin)	34.85	kcal per mole
net charge	-1

Last column: natural (NBO) charge in e.
CARTESIAN COORDINATES (ANGSTROEM)
1 C 0.2428 2.4180 2.1527  -0.747
2 S -0.0735 0.8966 1.1878  -0.787
3 H 1.3043 2.6494 1.9748  0.174
4 H 0.2620 2.2323 3.2350  0.183
5 H -0.3380 3.1683 1.6544  0.194
6 C -0.0721 -2.2558 -2.1740  0.534
7 N -0.5489 -1.3685 -1.3582  -0.779
8 O -0.4644 -3.3419 -2.6023  -0.658
9 H 1.0194 -1.9824 -2.3366  0.062
10 H 0.1001 -0.8836 -0.7500  0.441
11 H -1.4318 -1.5322 -0.9836  0.384